Here is a molecular structure, C14H56F2FeN28O14 in a non-equilibrium geometry from the OMol25 dataset. Energies are from the ωB97M-V functional and the def2-TZVPD basis.

```
115
C14H56F2FeN28O14 (the ωB97M-V functional and the def2-TZVPD basis)
Fe -0.476 0.419 0.118
F 1.092 -0.536 -0.652
F -1.369 -1.242 0.462
O -3.742 3.272 -1.235
O -1.477 0.912 -1.637
O 5.672 -2.176 0.550
O -5.305 -0.182 0.608
O -1.710 -3.699 -4.094
O 0.271 0.572 1.974
O 4.327 0.361 -3.778
O -2.046 1.446 0.977
O 4.282 2.183 0.875
O 1.454 -4.112 1.326
O 0.876 3.929 2.193
O 0.739 2.044 -0.421
O 1.949 -3.914 -2.441
O -2.046 -2.107 4.228
N 3.349 -2.228 0.723
N -0.560 3.932 -0.748
N 5.307 1.052 -0.827
N 4.531 -4.092 0.287
N 1.617 3.977 -1.099
N -5.976 2.414 -1.626
N -6.153 -1.543 -1.054
N 0.787 -4.406 3.615
N -0.715 -2.785 -2.153
N -1.956 3.180 2.491
N -3.759 2.079 2.274
N 2.394 0.307 2.659
N -4.007 -1.350 -0.766
N -2.199 -4.574 -1.943
N 3.206 -1.973 -2.672
N 0.843 -0.803 3.657
N 5.608 0.322 1.186
N -3.582 -1.204 2.845
N -1.006 0.276 -3.719
N 4.012 2.533 -4.598
N 1.346 3.756 4.439
N -3.049 0.982 -3.240
N 2.996 4.199 3.119
N -4.272 -2.116 4.740
N -5.349 4.456 -2.580
N -0.546 -3.226 2.154
N 2.471 1.565 -3.123
N 3.661 -3.806 -4.041
C 0.626 -3.967 2.293
C -4.887 3.397 -1.750
C 0.595 3.257 -0.649
C 3.642 1.362 -3.844
C 1.120 0.050 2.698
C -2.533 2.227 1.828
C 2.838 -3.286 -2.960
C -1.551 -3.587 -2.829
C 5.035 1.265 0.400
C 4.580 -2.771 0.449
C 1.648 4.018 3.130
C -3.219 -1.863 3.948
C -1.810 0.754 -2.801
C -5.171 -0.943 -0.334
H 3.450 4.114 2.195
H -4.472 -0.810 2.633
H 4.734 2.388 -5.313
H -3.165 -1.100 -0.262
H 2.513 3.606 -0.778
H 2.009 2.475 -3.153
H -3.818 -1.880 -1.614
H -0.108 -1.160 3.710
H 4.044 -1.547 -3.036
H -0.991 3.314 2.264
H -0.853 -2.889 1.252
H 3.620 4.168 3.918
H 2.509 -2.787 0.764
H -0.594 4.846 -1.157
H 5.029 1.752 -1.488
H -7.026 -1.679 -0.544
H 4.549 -3.321 -4.122
H -2.570 -5.304 -2.531
H 1.448 -1.110 4.396
H 1.556 4.955 -0.871
H -4.625 4.879 -3.141
H -3.340 0.534 -4.107
H 2.712 0.974 1.953
H 2.243 0.979 -2.326
H 5.395 -4.477 -0.043
H -3.788 1.067 -2.499
H 1.646 -4.840 3.887
H 3.079 -0.180 3.182
H 5.229 0.407 2.134
H -6.896 2.816 -1.752
H -0.043 0.192 -3.387
H -5.216 -1.787 4.599
H 2.735 -1.588 -1.857
H -6.274 4.420 -2.967
H 0.399 3.710 4.786
H -4.075 -2.615 5.595
H -1.312 0.316 -4.662
H 1.978 4.077 5.174
H 5.746 -0.678 0.911
H 0.029 -2.271 -2.572
H 3.268 3.181 -4.837
H -0.032 -4.415 4.168
H -5.958 1.935 -0.746
H -1.445 3.440 -0.693
H 3.807 -4.797 -4.193
H -2.813 -0.869 2.291
H 3.657 -4.558 0.042
H -5.819 -2.346 -1.556
H -0.442 -3.008 -1.212
H -1.068 -2.767 2.897
H -4.302 1.463 1.659
H -4.271 2.774 2.777
H 5.980 0.354 -1.164
H -1.365 -4.911 -1.428
H 3.346 -1.296 1.106
H -2.431 3.847 3.088
```

Results
E: -125649.481 eV
expectation value of S²: 8.7552
charge: +1
2S+1: 6

Atomic partial charges in e from the Mulliken method, atoms 1 to 2:
1. Fe 2.02
2. F -0.45